The following is a quantum chemistry calculation of a 2-piece molecular cluster, C2H5N overall at a distorted geometry, from the Open Molecules 2025 dataset.

```
8
Properties=species:S:1:pos:R:3:mulliken_charge:R:1
C 2.60541 -0.16398 -0.09042 -0.28
C 1.47657 0.30304 0.08139 -0.40
H 3.49016 -0.70376 -0.02067 0.36
H 0.53525 0.62547 0.31568 0.30
H -2.93806 -0.43019 0.89172 0.24
H -1.90263 0.18352 -0.20036 0.23
H -3.52271 0.59241 -0.23379 0.22
N -2.87913 -0.15740 -0.09977 -0.67
```

Computed properties:
LUMO level in eV: 0.9
Highest occupied orbital energy in eV: -10.304
ΔE to the lowest compared entry with this formula, charge and spin in kJ/mol: 179.3
E in Ha: -133.86515
HOMO-LUMO gap in eV: 11.24

***

The following is a quantum chemistry calculation of C5H10NaO3 as an isolated structure at a distorted geometry, from the Open Molecules 2025 dataset.

```
19
Properties=species:S:1:pos:R:3:mulliken_charge:R:1
C 3.23996 -0.84043 -1.93468 -0.75
O 2.19054 -0.23652 -1.23567 -0.24
C 2.60521 0.62313 -0.13199 -0.10
C 1.42793 1.33928 0.45250 -1.27
H 2.80647 -1.52708 -2.67339 0.21
H 3.84662 -0.08293 -2.46232 0.29
H 3.90521 -1.40498 -1.25674 0.27
H 3.34313 1.31985 -0.57706 0.31
H 3.16588 -0.02316 0.57149 0.27
H 1.09390 1.34343 1.50044 0.18
H 1.56259 2.42268 0.28921 0.18
O -2.55271 0.89777 -0.77898 -0.54
C -3.01342 0.34959 0.22556 0.09
C -2.28437 -0.74584 0.92272 -0.33
O -1.30918 -1.29200 0.16113 -0.88
Na -0.20475 0.13636 -1.22753 0.59
H -4.05287 0.56320 0.56065 0.35
H -3.08682 -1.47746 1.20635 0.26
H -1.82228 -0.22791 1.92972 0.12
```

Computed properties:
LUMO level in eV: 2.4
Charge: -1
Highest occupied orbital energy in eV: -2.213
ΔE to the lowest compared entry with this formula, charge and spin in kJ/mol: 0.0
E in Ha: -584.47766
HOMO-LUMO gap in eV: 4.66

***

The following is a quantum chemistry calculation of a single C5H14N2O molecule at a distorted geometry, from the Open Molecules 2025 dataset.

```
22
Properties=species:S:1:pos:R:3:mulliken_charge:R:1
C -1.14944 1.34906 -0.18841 -1.28
C 0.04602 0.42139 -0.04810 0.26
C 0.03386 -0.84064 -0.92606 -0.63
C -1.22234 -1.69986 -0.89133 -0.50
N -1.26804 -2.46818 0.39720 -0.51
N 1.32953 1.08556 -0.25609 -0.29
C 2.32507 1.05783 0.75440 -0.37
O 2.01429 1.75814 1.98161 -0.56
H -1.15674 2.05142 -1.03337 0.35
H -2.02032 0.72678 -0.40381 0.29
H -1.44680 1.86707 0.72256 0.31
H 0.06136 0.13709 1.00154 0.27
H 0.24316 -0.52725 -1.95051 0.26
H 0.82622 -1.45766 -0.50924 0.24
H -1.34550 -2.43538 -1.68423 0.39
H -2.12359 -1.09137 -0.92405 0.24
H -1.07483 -3.43979 0.21590 0.20
H -2.08741 -2.31243 0.95626 0.19
H 1.28321 1.97385 -0.73911 0.23
H 2.45114 0.02883 1.07310 0.30
H 3.12941 1.65965 0.34344 0.31
H 1.15175 2.15588 2.10828 0.29
```

Computed properties:
LUMO level in eV: 0.9
Highest occupied orbital energy in eV: -8.762
ΔE to the lowest compared entry with this formula, charge and spin in kJ/mol: 217.5
E in Ha: -383.61787
HOMO-LUMO gap in eV: 9.71

***

The following is a quantum chemistry calculation of an isolated ion of composition C4H8N and charge +1 at a distorted geometry, from the Open Molecules 2025 dataset.

```
13
Properties=species:S:1:pos:R:3:mulliken_charge:R:1
C -0.86784 0.71359 0.84596 -0.35
C 1.35074 0.44503 0.34847 -0.39
C -0.02921 -0.48346 1.18486 -0.03
C -0.33301 -0.56036 -1.41186 -0.80
N 0.10104 0.04361 -0.15963 0.05
H -1.94550 0.44317 0.67310 0.29
H -0.56548 1.76608 1.24137 0.20
H 1.38574 1.39193 0.71518 0.28
H 2.08648 -0.30072 0.17569 0.36
H 0.00099 -1.49647 1.46422 0.35
H -1.01023 -1.30731 -1.10924 0.36
H -0.74232 0.16193 -2.09948 0.33
H 0.56861 -0.81702 -1.86865 0.35
```

Computed properties:
LUMO level in eV: -3.8
Charge: +1
Highest occupied orbital energy in eV: -15.373
ΔE to the lowest compared entry with this formula, charge and spin in kJ/mol: 316.7
E in Ha: -211.55046
HOMO-LUMO gap in eV: 11.62

***

The following is a quantum chemistry calculation of a 2-piece molecular cluster, C5H14O overall at a distorted geometry, from the Open Molecules 2025 dataset.

```
20
Properties=species:S:1:pos:R:3:mulliken_charge:R:1
C 2.03480 -1.29416 -1.22688 -0.57
C 0.58511 -1.41961 -0.75836 -0.72
C -0.25241 -0.12703 -1.01362 -0.39
C -0.53927 0.65108 0.24718 -1.02
C 2.86622 -0.20755 -0.49377 -1.05
H 2.57695 -2.23861 -1.19009 0.41
H 1.91333 -1.10189 -2.30052 0.31
H 0.55209 -1.62402 0.33430 0.30
H 0.14314 -2.35024 -1.13201 0.36
H -1.19246 -0.51545 -1.42711 0.29
H 0.29209 0.37766 -1.80438 0.33
H -1.31135 1.39811 0.09127 0.35
H -0.64951 -0.08987 1.03310 0.32
H 0.36790 1.24372 0.43048 0.20
H 3.64450 -0.73338 0.06805 0.33
H 3.38894 0.52830 -1.11458 0.26
H 2.39194 0.40670 0.27341 0.28
H -3.20891 1.58310 2.53933 0.32
H -4.61697 1.22778 2.72006 0.32
O -4.06962 2.01227 2.62527 -0.64
```

Computed properties:
LUMO level in eV: 0.9
Highest occupied orbital energy in eV: -10.776
ΔE to the lowest compared entry with this formula, charge and spin in kJ/mol: 79.0
E in Ha: -274.11196
HOMO-LUMO gap in eV: 11.63

***

The following is a quantum chemistry calculation of a 10-piece molecular cluster, C42H44BF4O24 overall at a distorted geometry, from the Open Molecules 2025 dataset.

```
115
Properties=species:S:1:pos:R:3:mulliken_charge:R:1
B -0.03426 0.04407 -0.73151 0.13
F 1.35477 -0.34658 -0.59864 0.34
F -0.66478 -1.10362 -1.12010 0.26
F -0.48431 0.54525 0.52637 -0.43
F -0.07152 1.10482 -1.64207 -0.44
C -5.26107 -4.80001 -1.06830 -0.73
C -5.92805 -3.52791 -0.66513 0.04
C -5.19319 -2.43748 -0.26986 0.81
O -5.73774 -1.41090 0.11040 -0.65
C -3.76361 -2.43937 -0.40312 -0.97
C -3.07117 -3.67943 -1.08518 0.55
C -3.82650 -4.93207 -1.20958 0.20
O -3.21741 -5.94958 -1.49163 -0.56
O -1.80156 -3.53367 -1.53736 -0.43
O -7.39370 -3.56367 -0.48933 -0.57
H -5.96217 -5.67950 -1.14200 0.36
H -3.37092 -1.56731 -0.28316 1.25
H -1.36862 -2.70540 -1.45873 0.57
H -7.68488 -2.66732 -0.17936 0.35
C 2.49903 0.63967 4.70997 -1.07
C 1.39877 0.47896 3.62141 0.31
C 0.20555 -0.33233 3.98010 0.98
O -0.69588 -0.52579 3.14372 -0.50
C 0.21530 -1.18524 5.20083 -0.89
C 1.26936 -0.87669 6.23289 0.34
C 2.55105 -0.05365 5.99205 0.56
O 3.50153 -0.03764 6.71216 -0.60
O 1.18811 -1.26865 7.51346 -0.54
O 1.26634 1.20096 2.46399 0.84
H 3.10775 1.49643 4.49871 0.46
H -0.62677 -1.79140 5.60833 0.30
H 1.97154 -0.71386 7.84408 0.35
H 0.44817 0.95187 2.09767 -0.58
C 5.62729 2.25685 -2.54518 -0.91
C 5.80998 0.72319 -2.88945 0.19
C 4.64345 -0.08498 -3.20610 0.61
O 4.76512 -1.30759 -3.49032 -0.69
C 3.34567 0.49248 -3.00456 -0.11
C 3.11740 1.98590 -2.69360 0.01
C 4.29949 2.80940 -2.44775 1.05
O 4.10212 4.05750 -2.27886 -0.67
O 1.88175 2.67194 -2.52215 -0.53
O 7.02083 0.19728 -2.82866 -0.48
H 6.71484 2.59119 -2.25188 0.23
H 2.42628 0.04580 -3.03881 0.45
H 1.19881 1.90407 -2.54654 0.18
H 7.03630 -0.60405 -3.27150 0.34
C -5.19422 0.53982 -4.43864 -0.83
C -5.63411 1.33161 -3.23807 0.02
C -4.82480 1.68246 -2.17783 0.88
O -5.28771 2.25611 -1.21294 -0.60
C -3.40567 1.31895 -2.35242 -0.76
C -2.95821 0.51338 -3.52643 0.92
C -3.92927 0.03181 -4.55625 0.32
O -3.55616 -0.65284 -5.48767 -0.57
O -1.65525 0.41442 -3.86597 -0.46
O -6.98280 1.73748 -3.19209 -0.58
H -5.98668 0.50355 -5.22981 0.37
H -2.64569 1.56953 -1.66108 0.62
H -1.01046 0.75439 -3.19018 0.22
H -7.10387 1.99328 -2.27648 0.36
C 6.73981 0.43133 1.45787 -0.88
C 6.17999 1.85661 1.81949 -0.34
C 4.81558 2.19255 1.30397 0.92
O 4.44915 3.31839 1.47924 -0.71
C 4.15251 1.14015 0.56997 0.41
C 4.65374 -0.27561 0.35307 0.70
C 5.99443 -0.67904 0.87732 0.49
O 6.44821 -1.74413 0.62808 -0.56
O 3.83546 -1.37241 -0.00920 -0.51
O 6.90470 2.91852 2.38699 -0.61
H 7.80737 0.34948 1.91667 0.27
H 3.12142 1.26199 0.08969 -0.13
H 3.03491 -0.78840 -0.05121 0.12
H 6.08392 3.49292 2.42990 0.46
C 0.23055 4.26282 2.39149 -0.14
C -0.06262 4.84677 1.03785 0.48
O -0.72743 5.85833 0.74794 -0.65
C 0.66930 4.04455 -0.03335 -0.75
H -0.28507 4.83922 3.19620 0.38
H 1.35172 4.04646 2.78136 0.19
H -0.36375 3.33435 2.42727 -0.43
H 1.71050 3.91944 0.16474 0.37
H 0.68758 4.57165 -0.93606 0.72
H 0.23939 3.18950 -0.40583 -0.23
C 1.51094 -3.28560 1.50745 -0.37
C 0.72859 -3.69724 2.81938 0.62
O 1.25768 -3.85933 3.87358 -0.56
C -0.82019 -3.63844 2.83082 -0.97
H 1.18610 -2.29397 1.23852 -0.54
H 1.29105 -3.93266 0.64659 0.47
H 2.50111 -3.13150 1.81620 0.43
H -1.21148 -4.62422 2.60098 0.51
H -1.39983 -2.59656 2.54198 -0.03
H -1.32518 -3.63657 3.81656 0.38
C -3.12356 2.47486 1.81121 -0.21
C -4.24300 2.63350 2.76617 0.50
O -3.95109 2.69186 3.98940 -0.63
C -5.66643 2.67704 2.22974 -1.02
H -2.12081 2.42126 2.12183 -0.30
H -2.99435 3.12728 1.04852 0.70
H -3.43346 1.56751 1.30542 0.03
H -6.21587 3.18729 3.02103 0.36
H -5.78677 1.74316 2.00914 0.24
H -5.81613 3.34930 1.34700 0.26
C 1.48965 -2.97399 -3.21930 -0.70
C 0.87180 -2.41626 -4.50930 0.83
O 1.49034 -1.63068 -5.25309 -0.62
C -0.61188 -2.54835 -4.81343 -0.94
H 1.15309 -2.55580 -2.39736 -0.31
H 2.55204 -3.18865 -3.49108 0.22
H 1.01102 -3.92614 -3.19136 0.73
H -0.63408 -2.41708 -5.82831 0.44
H -1.23887 -2.00717 -4.06191 -0.09
H -0.75542 -3.59418 -4.65974 0.43
```

Computed properties:
LUMO level in eV: -0.7
Charge: -1
Highest occupied orbital energy in eV: -7.053
ΔE to the lowest compared entry with this formula, charge and spin in kJ/mol: 0.0
E in Ha: -3856.60690
HOMO-LUMO gap in eV: 6.40

***

The following is a quantum chemistry calculation of a 2-piece molecular cluster, C6H13BrClNO3Si overall at a distorted geometry, from the Open Molecules 2025 dataset.

```
26
Properties=species:S:1:pos:R:3:mulliken_charge:R:1
C 1.70363 -0.33131 -1.49707 -0.60
C 2.42431 -0.55658 -0.33337 -0.25
C 2.29285 0.36717 0.86888 -0.37
Si 2.05710 -0.66103 2.40447 0.69
Cl 2.63309 0.47832 4.02998 -0.25
Br -0.06543 -1.33361 2.49424 -0.23
O 3.00179 -2.06600 2.39576 -0.17
N 4.38840 -1.75011 2.45350 0.28
O 4.97948 -2.44024 1.73962 -0.29
H 2.02529 0.43322 -2.19738 0.27
H 0.81966 -0.93706 -1.68306 0.14
H 3.08158 -1.41964 -0.23425 0.28
H 1.36996 0.92435 0.71030 0.17
H 3.09823 1.10756 0.98116 0.35
C -3.50921 1.78585 -0.85638 -1.30
C -2.41177 0.85934 -1.35655 0.34
C -2.84958 -0.59655 -1.30110 -1.18
O -1.23235 1.03878 -0.57240 -0.43
H -3.75414 1.56401 0.18607 0.34
H -3.17956 2.82449 -0.89539 0.32
H -4.41609 1.68528 -1.45445 0.39
H -2.14795 1.12400 -2.38132 0.26
H -3.07385 -0.89171 -0.27220 0.30
H -2.05190 -1.25043 -1.65619 0.27
H -3.73713 -0.76719 -1.91206 0.39
H -1.44643 0.80910 0.33918 0.29
```

Computed properties:
LUMO level in eV: -0.4
Highest occupied orbital energy in eV: -7.597
E in Ha: -3840.51353
HOMO-LUMO gap in eV: 7.21

***

The following is a quantum chemistry calculation of a single C26H32N4O4S molecule at a distorted geometry, from the Open Molecules 2025 dataset.

```
67
Properties=species:S:1:pos:R:3:mulliken_charge:R:1
C -6.98259 -2.79473 -0.19750 -1.34
H -6.97869 -3.88191 -0.21993 0.40
C -5.57347 -2.29318 0.09164 -0.63
H -5.24482 -2.68772 1.05654 0.45
H -4.89422 -2.67583 -0.67066 0.37
C -5.41558 -0.76138 0.12879 1.32
N -4.02503 -0.46559 0.49418 -0.05
C -2.93282 -0.81353 -0.21073 -0.64
O -2.94762 -1.43800 -1.25133 -0.68
C -1.64305 -0.31919 0.46334 -0.18
N -0.45627 -0.90184 -0.14728 0.53
C 0.30247 -1.71461 0.63251 0.87
O 0.04062 -1.89806 1.80703 -0.71
C 1.48173 -2.39062 -0.04098 -0.50
H 1.97956 -1.69442 -0.70729 -0.11
C 2.47526 -2.89304 1.01522 -0.81
C 3.85744 -2.96529 0.44175 0.15
O 4.44247 -3.98198 0.15629 -0.63
N 4.50198 -1.75593 0.21070 -0.06
C 4.13603 -0.47802 0.51093 0.23
N 3.00766 -0.07030 0.96891 0.04
C 2.99232 1.26999 1.16458 -0.64
C 4.13513 1.92356 0.84970 -0.25
S 5.32274 0.81549 0.26683 -0.23
H 4.35625 2.96837 0.91485 0.50
H 2.09226 1.72127 1.53765 0.29
H 5.43381 -1.86579 -0.17440 0.22
H 2.19083 -3.88288 1.37017 0.52
H 2.45984 -2.19689 1.85490 0.41
H 1.10760 -3.22658 -0.63658 0.81
C -0.18104 -0.60860 -1.54252 -1.32
C 0.96241 0.33664 -1.75904 0.43
C 1.10761 1.67611 -1.54725 0.31
C 2.41287 2.01239 -1.98291 -0.89
C 2.96660 0.85618 -2.43166 -0.86
O 2.10021 -0.16176 -2.30092 -0.46
H 3.92611 0.63304 -2.85461 0.55
H 2.86720 2.98155 -1.96539 0.54
H 0.38179 2.34545 -1.13705 0.58
H 0.02607 -1.53574 -2.08393 0.43
H -1.08862 -0.17567 -1.96471 0.50
C -1.56283 1.18751 0.50658 -0.25
C -0.78948 1.79335 1.49037 -0.35
C -0.66206 3.16832 1.53573 -0.80
C -1.30924 3.97525 0.60575 1.14
C -2.08649 3.36574 -0.37087 -1.20
C -2.21002 1.98810 -0.42524 0.18
H -2.81233 1.53669 -1.20015 0.46
H -2.59568 3.97551 -1.10354 0.37
C -1.18596 5.46655 0.67194 -1.66
H -1.92200 5.86979 1.36837 0.32
H -0.19880 5.75848 1.02332 0.40
H -1.36243 5.91556 -0.30254 0.39
H -0.05511 3.62691 2.30379 0.43
H -0.28593 1.17266 2.21716 0.55
H -1.63441 -0.70764 1.49160 0.69
H -3.88672 0.05178 1.34766 0.43
C -6.29467 -0.12915 1.20615 -2.07
H -6.07784 0.93427 1.29163 0.51
H -7.34382 -0.23897 0.95038 0.47
H -6.12059 -0.60273 2.17015 0.43
C -5.71178 -0.12699 -1.23219 -1.76
H -6.75344 -0.27000 -1.50168 0.50
H -5.50914 0.94172 -1.19430 0.36
H -5.08251 -0.57833 -1.99378 0.37
H -7.68331 -2.47787 0.57080 0.33
H -7.33609 -2.44147 -1.16203 0.32
```

Computed properties:
LUMO level in eV: 0.5
Highest occupied orbital energy in eV: -8.505
ΔE to the lowest compared entry with this formula, charge and spin in kJ/mol: 10.8
E in Ha: -1928.18675
HOMO-LUMO gap in eV: 9.02